No. 1
C37H46N3O5SbTeTl as an isolated structure. Source: the Open Molecules 2025 dataset; level of theory: ωB97M-V with the def2-TZVPD basis set.

Computed properties:
2S+1: 2
Energy in eV: -72344.4856
Energy above the lowest of the compared OMol25 structures with the same formula, charge and spin in kcal/mol: 25.81
<S²>: 0.758
Molar mass in u: 1066.53
HOMO-LUMO gap (alpha / beta) in eV: 6.668 / 5.715

Geometry as XYZ:
```
94
Properties=species:S:1:pos:R:3:forces:R:3:lowdin_spin:R:1
Tl -0.653 -1.529 -0.528 0.2 0.1 0.1 -0.0005
O -6.054 -2.059 -0.340 -0.2 -0.1 0.1 0.0000
C -5.664 -3.343 -0.366 0.0 -0.1 0.0 0.0001
C -6.613 -4.321 -0.069 -0.1 0.1 0.0 0.0000
C -6.276 -5.658 -0.074 0.0 0.1 0.0 0.0000
C -4.983 -6.057 -0.389 0.1 -0.2 0.0 0.0000
C -4.037 -5.103 -0.692 -0.1 0.0 0.0 0.0000
C -4.353 -3.744 -0.677 0.0 -0.1 0.0 0.0001
C -3.274 -2.794 -0.979 -0.2 0.7 -0.2 0.0003
O -2.113 -3.239 -1.240 0.8 0.1 0.3 -0.0008
N -3.606 -1.509 -1.003 -1.2 -0.2 0.2 -0.0001
N -2.601 -0.644 -1.241 0.5 0.6 -0.4 -0.0007
C -2.861 0.526 -1.729 -0.4 -0.9 0.3 -0.0005
C -1.912 1.491 -2.193 0.6 0.4 -0.1 0.0004
C -2.436 2.629 -2.837 0.0 -0.1 0.0 -0.0001
C -1.640 3.545 -3.477 -0.2 0.2 -0.1 0.0004
C -0.260 3.342 -3.509 0.0 0.0 0.1 -0.0001
C 0.293 2.274 -2.855 0.0 -0.1 -0.1 0.0003
C -0.495 1.326 -2.154 -0.1 0.2 -0.2 -0.0005
O 0.131 0.379 -1.528 0.0 -0.5 0.3 0.0024
H -5.260 -1.511 -0.551 0.1 0.0 -0.1 0.0000
H -7.616 -4.001 0.170 -0.1 0.1 0.0 0.0000
H -7.022 -6.398 0.176 -0.1 0.0 0.0 0.0000
H -4.720 -7.104 -0.393 0.0 -0.1 0.0 0.0000
H -3.024 -5.379 -0.945 0.0 0.0 0.0 0.0000
H -3.916 0.766 -1.893 0.1 -0.1 0.0 -0.0001
H -3.511 2.757 -2.841 -0.1 0.0 0.0 0.0000
H -2.073 4.405 -3.968 -0.1 0.0 0.0 0.0000
H 0.375 4.035 -4.047 0.0 0.0 0.0 0.0000
H 1.360 2.106 -2.872 0.1 0.0 0.1 0.0000
C 0.590 -3.871 -4.753 0.0 0.4 0.6 0.0001
Sb -0.238 -2.285 -3.506 -0.6 0.0 -1.4 0.0000
C -0.018 -0.703 -4.988 0.1 -0.3 0.5 -0.0001
C -2.255 -2.679 -4.181 0.4 0.0 0.2 0.0000
H 0.203 -3.768 -5.758 -0.1 0.1 -0.2 0.0000
H 0.286 -4.827 -4.346 0.0 -0.2 0.1 0.0000
H 1.670 -3.818 -4.772 0.2 0.0 0.0 0.0000
H -0.181 -1.120 -5.976 0.0 -0.1 -0.1 0.0000
H 0.967 -0.257 -4.940 0.2 0.1 0.0 0.0000
H -0.760 0.063 -4.789 -0.1 0.1 0.1 0.0000
H -2.260 -2.765 -5.263 0.1 0.0 -0.1 0.0000
H -2.904 -1.866 -3.876 -0.1 0.1 0.1 0.0000
H -2.612 -3.598 -3.732 -0.1 -0.1 0.1 0.0000
C -1.869 -0.891 3.443 -0.1 -0.3 -0.1 -0.0020
C -1.367 -1.352 2.091 -0.8 -0.5 0.9 0.0206
O -1.990 -2.254 1.499 -0.2 -0.1 -0.1 0.0635
N -0.275 -0.839 1.575 1.0 0.4 -1.6 0.2132
Te 0.535 1.085 2.349 0.5 0.3 0.3 0.3917
C 1.294 3.203 2.301 -0.3 -0.3 -0.2 0.1605
C 0.805 4.110 1.370 -0.1 -0.2 -0.1 0.0070
C -0.085 3.704 0.238 0.0 -0.1 0.0 0.0220
C 1.150 5.452 1.478 0.1 -0.1 0.2 0.0047
C 1.953 5.903 2.509 -0.1 0.0 -0.1 -0.0043
C 2.305 7.355 2.616 0.0 0.0 0.1 -0.0006
C 2.411 4.981 3.443 0.0 0.0 0.0 0.0103
C 2.088 3.635 3.362 0.0 -0.1 0.0 0.0287
C 2.581 2.669 4.397 0.1 0.0 0.1 0.0113
C 2.434 0.154 2.066 -0.2 0.0 0.0 0.0076
C 2.862 -0.818 2.970 -0.1 0.0 0.1 0.0058
C 2.089 -1.190 4.200 -0.2 0.1 0.0 0.0071
C 4.067 -1.478 2.739 0.1 0.1 -0.1 -0.0014
C 4.853 -1.189 1.636 -0.1 0.0 0.0 0.0051
C 6.142 -1.900 1.356 0.0 0.0 0.0 0.0010
C 4.413 -0.211 0.756 -0.1 -0.1 0.1 -0.0010
C 3.214 0.459 0.945 0.0 0.1 -0.1 0.0064
C 2.776 1.459 -0.070 0.0 0.1 -0.1 0.0053
H -2.662 -1.566 3.752 0.0 0.0 0.0 0.0003
H -2.273 0.117 3.351 0.0 0.0 0.1 0.0004
H -1.070 -0.890 4.179 0.0 0.1 0.1 -0.0005
H -0.181 2.619 0.185 -0.1 0.1 -0.1 0.0194
H 0.315 4.060 -0.711 0.0 0.0 0.0 0.0006
H -1.077 4.138 0.360 -0.1 0.0 0.0 -0.0002
H 0.764 6.144 0.743 0.0 0.1 -0.1 0.0003
H 1.998 7.881 1.716 0.0 0.1 0.0 0.0000
H 3.377 7.483 2.751 0.1 0.1 0.0 -0.0002
H 1.803 7.809 3.470 0.0 0.1 0.0 -0.0003
H 3.024 5.324 4.264 0.1 0.0 0.1 0.0022
H 3.153 3.177 5.170 0.0 0.0 0.0 0.0007
H 3.211 1.910 3.937 0.1 -0.1 0.1 0.0004
H 1.740 2.160 4.870 0.0 -0.1 0.1 0.0044
H 1.165 -0.613 4.265 0.1 -0.2 0.2 0.0056
H 2.681 -0.998 5.094 0.0 0.0 0.1 0.0006
H 1.833 -2.248 4.184 0.0 -0.1 0.0 0.0002
H 4.398 -2.228 3.444 0.0 -0.1 0.1 -0.0001
H 6.420 -2.556 2.176 0.1 -0.1 0.0 0.0000
H 6.942 -1.177 1.199 0.1 0.0 0.0 0.0003
H 6.056 -2.492 0.444 0.0 -0.1 0.0 0.0003
H 5.021 0.021 -0.107 0.0 0.1 -0.1 -0.0001
H 3.550 1.604 -0.819 0.0 0.0 -0.1 0.0002
H 2.566 2.420 0.396 0.0 0.0 -0.1 0.0003
H 1.870 1.105 -0.569 0.0 0.1 0.0 0.0024
O 1.615 -2.915 -0.697 -0.3 0.1 -0.2 -0.0004
H 2.229 -2.333 -0.238 0.2 0.0 0.3 0.0000
H 1.477 -3.698 -0.154 0.2 0.0 0.2 0.0000
```
Forces are in eV/Å.

***

No. 2
C37H47Cl5CuN10OSbTe as an isolated structure. Source: the Open Molecules 2025 dataset; level of theory: ωB97M-V with the def2-TZVPD basis set.

Computed properties:
Energy in eV: -177164.8636
Charge: -2
Energy above the lowest of the compared OMol25 structures with the same formula, charge and spin in kcal/mol: 0.00
Molar mass in u: 1138.02
HOMO-LUMO gap in eV: 6.190

Geometry as XYZ:
```
103
Properties=species:S:1:pos:R:3:forces:R:3:lowdin_charge:R:1
Cu -1.404 -0.237 -0.701 0.1 0.4 0.1 0.0995
Cl -2.677 4.548 0.164 -0.1 0.0 0.0 0.7469
C -1.046 4.067 0.459 0.1 -0.2 0.0 -0.5877
C -0.716 2.682 0.329 -0.1 0.2 0.0 -0.3604
C 0.666 2.380 0.483 -0.2 0.0 0.0 -0.5542
Cl 1.134 0.723 0.398 -0.2 0.4 -0.1 0.7337
C 1.615 3.360 0.718 -0.1 0.1 0.0 -0.6967
Cl 3.281 2.942 0.823 0.2 -0.1 0.0 0.6910
C 1.245 4.693 0.884 -0.1 0.0 -0.1 -0.7314
Cl 2.426 5.900 1.243 0.1 0.1 0.0 0.6225
C -0.098 5.034 0.746 0.2 -0.1 0.1 -0.7130
Cl -0.567 6.684 0.923 -0.1 0.1 0.0 0.6451
N -1.771 -3.331 -1.340 -0.1 -0.1 0.0 0.1251
C -0.522 -2.820 -1.617 0.5 0.2 -0.2 -0.4850
N 0.507 -3.588 -1.969 -0.3 -0.2 0.1 0.0090
N 1.486 -2.722 -2.258 0.1 0.1 -0.1 -0.1331
N 1.081 -1.509 -2.076 0.1 0.1 -0.1 -0.1182
N -0.205 -1.520 -1.676 -0.1 -0.5 0.1 -0.0332
C -2.671 -2.816 -0.420 -0.3 0.1 0.5 -0.4883
N -3.669 -3.546 0.061 0.1 -0.1 -0.2 -0.0114
N -4.310 -2.713 0.902 0.0 0.0 0.1 -0.1360
N -3.732 -1.563 0.926 0.0 0.2 0.1 -0.0806
N -2.668 -1.582 0.092 0.1 -0.5 -0.4 -0.0229
H -1.845 -4.329 -1.447 0.1 0.0 0.0 0.1193
C 2.760 -4.843 2.066 0.0 0.1 0.0 -0.1770
C 3.645 -3.868 1.296 -0.1 0.1 -0.1 -0.5975
C 4.124 -4.506 -0.004 0.0 0.1 0.0 -0.1680
Sb 2.515 -2.008 0.888 0.7 -0.4 0.7 1.4698
C 4.278 -0.795 0.329 -0.1 -0.3 0.1 -0.5842
C 4.493 -0.839 -1.181 -0.1 0.0 0.1 -0.1631
C 5.545 -1.160 1.093 -0.1 0.0 0.0 -0.1651
C 2.501 -1.456 3.058 -0.1 0.0 -0.2 -0.5746
C 2.917 -0.023 3.376 0.1 -0.1 -0.1 -0.1744
C 1.083 -1.699 3.571 0.0 -0.1 0.0 -0.1863
H 3.310 -5.759 2.312 0.0 0.0 0.0 0.0654
H 1.891 -5.125 1.467 0.0 0.0 0.0 0.0729
H 2.399 -4.409 3.001 0.0 0.0 0.0 0.0468
H 4.507 -3.608 1.917 0.0 0.1 0.0 0.0661
H 3.276 -4.732 -0.654 0.0 0.0 0.0 0.0632
H 4.667 -5.439 0.198 0.0 0.0 0.0 0.0652
H 4.791 -3.842 -0.557 0.0 0.0 0.0 0.0434
H 3.996 0.221 0.605 -0.2 0.0 0.0 0.0069
H 4.878 -1.812 -1.493 0.0 0.0 0.0 0.0553
H 5.212 -0.072 -1.493 0.0 0.0 0.0 0.0678
H 3.552 -0.679 -1.712 0.0 0.0 -0.1 0.0360
H 5.939 -2.125 0.763 0.0 0.0 0.0 0.0585
H 5.363 -1.223 2.169 0.1 0.0 0.0 0.0525
H 6.326 -0.407 0.930 0.0 0.0 0.0 0.0699
H 3.191 -2.142 3.565 0.0 0.0 -0.1 0.0693
H 2.168 0.684 3.019 0.0 0.0 0.0 0.0401
H 3.871 0.247 2.921 0.0 0.1 0.0 0.0418
H 3.012 0.119 4.460 0.0 0.0 0.0 0.0696
H 0.380 -1.034 3.061 0.0 0.0 0.0 0.0598
H 1.007 -1.505 4.648 0.0 0.0 0.0 0.0676
H 0.748 -2.723 3.387 0.0 0.0 0.0 0.0533
C -2.958 1.672 2.030 -0.1 0.0 -0.1 -0.0128
C -2.898 1.655 0.515 -0.2 0.4 0.4 -0.6822
O -3.905 1.471 -0.144 0.3 -0.1 0.1 -0.0691
N -1.617 1.751 -0.012 0.0 -0.4 -0.2 -0.0740
Te -2.461 1.640 -2.814 0.2 0.1 -0.8 1.6161
C -3.365 1.119 -4.710 0.0 -0.1 0.1 -0.3742
C -4.750 1.248 -4.862 0.0 0.1 0.1 -0.3168
C -5.660 1.672 -3.732 0.1 0.0 -0.1 -0.0769
C -5.336 0.980 -6.099 0.0 0.0 -0.1 -0.0364
C -4.589 0.556 -7.186 0.0 0.0 0.1 -0.2864
C -5.224 0.317 -8.531 0.1 -0.1 0.1 -0.0674
C -3.231 0.335 -6.991 0.0 0.0 0.0 -0.0312
C -2.613 0.592 -5.772 0.1 0.0 0.0 -0.2882
C -1.151 0.268 -5.616 -0.1 0.1 0.0 -0.0660
C -0.974 2.959 -3.678 -0.1 0.1 0.2 -0.3486
C -1.424 4.182 -4.203 -0.2 0.0 0.0 -0.3000
C -2.890 4.490 -4.354 0.0 0.0 0.0 -0.0884
C -0.505 5.147 -4.603 0.0 0.0 -0.1 -0.0319
C 0.862 4.940 -4.498 0.1 0.0 0.0 -0.2811
C 1.855 5.994 -4.913 0.0 -0.1 0.0 -0.0622
C 1.296 3.728 -3.988 -0.1 0.1 -0.1 -0.0229
C 0.407 2.738 -3.571 0.0 -0.1 0.0 -0.2953
C 0.998 1.460 -3.063 0.0 0.0 0.0 -0.0982
H -3.967 1.902 2.366 0.0 0.0 0.0 0.0777
H -2.241 2.382 2.446 0.0 0.0 0.1 0.0671
H -2.704 0.664 2.363 0.0 0.0 0.0 0.0715
H -5.189 1.546 -2.760 -0.1 0.0 0.1 0.0237
H -6.573 1.073 -3.753 0.0 0.0 0.0 0.0765
H -5.948 2.721 -3.845 0.0 0.0 0.1 0.0814
H -6.410 1.107 -6.206 0.0 0.0 0.0 0.1094
H -6.261 0.654 -8.537 0.0 0.0 0.0 0.0650
H -5.211 -0.744 -8.791 0.0 0.0 0.0 0.0740
H -4.681 0.853 -9.312 0.0 0.0 0.0 0.0714
H -2.636 -0.063 -7.808 0.0 0.0 0.0 0.1116
H -0.839 -0.450 -6.375 0.0 0.0 0.0 0.0759
H -0.962 -0.152 -4.626 0.1 0.0 0.0 0.0552
H -0.538 1.167 -5.713 0.0 0.0 0.0 0.0768
H -3.397 4.404 -3.390 0.0 0.0 0.0 0.0523
H -3.366 3.781 -5.034 0.0 0.0 0.0 0.0674
H -3.036 5.498 -4.745 0.0 0.0 0.0 0.0687
H -0.870 6.090 -4.999 0.0 0.0 0.0 0.1037
H 1.349 6.904 -5.238 0.0 0.0 0.0 0.0652
H 2.480 5.636 -5.733 0.0 0.0 0.0 0.0733
H 2.514 6.243 -4.079 0.0 0.0 0.0 0.0756
H 2.362 3.536 -3.906 0.0 0.0 0.1 0.1197
H 1.879 1.653 -2.449 0.0 0.0 0.0 0.0714
H 1.321 0.828 -3.894 0.0 -0.1 0.0 0.0841
H 0.292 0.885 -2.475 0.0 -0.1 0.1 -0.0161
```
Forces are in eV/Å.

***

Q: The highest energy above the lowest of the compared OMol25 structures with the same formula, charge and spin belongs to which entry?
A: C37H46N3O5SbTeTl